Formula: C18H41N6PbSi2
Source: the Open Molecules 2025 dataset
Level of theory: the ωB97M-V functional and the def2-TZVPD basis

```
68
C18H41N6PbSi2 (the ωB97M-V functional and the def2-TZVPD basis)
Pb -2.22198 -0.17681 -0.65202
N 2.94461 3.13248 -0.64906
C 1.79931 3.63029 -1.36556
C 1.84914 2.85292 -2.88113
N 0.75496 2.49609 -3.62175
C 1.17261 1.78328 -4.78427
C 1.13214 0.18238 -4.56535
N 2.40600 -0.44766 -4.09344
C -0.56567 2.99343 -3.26910
C -1.56321 2.28851 -2.19507
N -1.57593 2.13074 -0.96719
H 3.25469 2.19437 -0.52563
H 3.79690 3.34606 -1.02149
H 1.93128 4.63417 -1.64899
H 0.77682 3.49104 -1.02809
H 2.18171 1.85452 -2.68514
H 2.63474 3.24305 -3.39841
H 2.17988 1.94320 -5.02321
H 0.61904 1.99656 -5.66262
H 0.75272 -0.06249 -5.62337
H 0.38128 -0.00139 -3.88640
H 3.20108 -0.31830 -4.76660
H 2.26677 -1.41246 -3.81379
H -1.25627 3.16666 -4.07785
H -0.39806 4.05366 -2.90183
H -2.37487 1.65661 -2.59401
H 3.66849 1.08130 -6.40407
H 5.52915 -3.74601 5.87276
H -0.69499 2.08208 -0.47779
C 4.47570 -3.06096 5.91519
Si 1.40794 -1.65580 0.65917
C 2.89016 -0.97625 -0.17504
C 0.92292 -3.42717 0.31053
N -0.00571 -0.56110 0.58698
C -0.18310 -0.59121 1.89633
C 0.96270 -1.03201 2.63514
C 0.56846 -1.90632 3.77753
C -0.65632 -2.12879 4.04334
C -1.79001 -1.53012 3.47151
C -1.63324 -0.73668 2.40540
N -2.63333 -0.13394 1.54367
Si -4.36357 -0.13533 1.95722
C -4.84256 1.66847 2.45793
C -5.19716 -0.97051 0.57293
C -4.98988 -1.30521 3.23094
H 4.23890 -2.87748 4.56354
H 3.92301 -3.74639 6.37407
H 4.44668 -2.03239 6.02787
H 2.85003 -1.34457 -1.17523
H 3.67533 -1.58518 0.20938
H 3.12787 0.06745 0.04007
H 0.16777 -3.72978 1.09785
H 1.51104 -4.35882 -0.17784
H 0.58670 -3.07119 -0.73985
H 1.66136 -0.25420 2.89900
H 1.37036 -2.27346 4.34868
H -0.83230 -2.68819 4.98502
H -2.91024 -1.90113 3.37609
H -3.90778 2.09573 2.80995
H -5.47762 1.62578 3.25140
H -5.37421 2.42539 1.81372
H -5.19197 -0.45637 -0.38963
H -6.11223 -1.47744 0.48630
H -4.56843 -1.84769 0.29150
H -4.47877 -1.26345 4.25936
H -5.17782 -2.28835 2.83668
H -6.05664 -1.05807 3.36451
H 3.01363 0.45445 -7.13078
```

The value obtained for the total energy is -49258.1068 eV. The total charge is +1.